70
Properties=species:S:1:pos:R:3:lowdin_spin:R:1 method="wB97M-V/def2-TZVPD" spin_multiplicity=5 charge=+2 total_energy_ha=-5911.7835 relative_energy_kj_mol=0.0
Pd 0.17 0.09 0.35 1.347
C 3.77 2.24 1.58 0.003
C 2.73 2.04 0.67 0.010
N 1.96 1.03 1.08 0.137
N 2.48 0.57 2.24 0.009
C 3.57 1.29 2.56 0.000
B 1.80 -0.57 3.01 0.001
N 0.34 -0.18 3.36 0.007
C -0.26 -0.32 4.55 -0.001
C -1.62 -0.13 4.38 0.003
C -1.77 0.12 3.02 0.011
N -0.58 0.10 2.41 0.129
N 1.72 -1.85 2.12 0.003
C 2.20 -3.07 2.39 0.003
C 1.72 -3.95 1.43 0.003
C 0.92 -3.15 0.61 0.024
N 0.94 -1.89 1.03 0.043
H 4.56 2.97 1.53 0.001
H 2.50 2.57 -0.24 0.000
H 4.12 1.06 3.46 0.001
H 2.41 -0.81 4.01 0.000
H 0.31 -0.56 5.43 0.000
H -2.39 -0.17 5.13 0.001
H -2.68 0.30 2.47 0.001
H 2.83 -3.24 3.24 0.000
H 1.89 -5.01 1.37 0.000
H 0.31 -3.44 -0.23 0.007
C -0.67 -4.79 -2.79 0.005
Ge -1.42 -3.01 -2.99 0.056
C -2.19 -2.29 -1.35 0.025
C -2.59 -2.84 -4.52 0.020
C 0.15 -1.77 -3.59 0.157
Se 1.54 -1.67 -2.35 0.625
C 2.63 -3.18 -2.85 0.059
H -1.50 -5.48 -2.62 0.002
H 0.01 -4.88 -1.94 0.000
H -0.16 -5.10 -3.70 0.000
H -2.46 -3.12 -0.69 0.001
H -3.09 -1.73 -1.60 0.000
H -1.52 -1.63 -0.79 0.024
H -3.49 -3.44 -4.34 0.004
H -2.11 -3.20 -5.43 0.000
H -2.90 -1.80 -4.66 0.000
H -0.28 -0.78 -3.70 0.008
H 0.50 -2.19 -4.53 0.012
H 1.98 -4.04 -2.99 0.009
H 3.34 -3.35 -2.05 0.000
H 3.14 -2.94 -3.78 0.015
C -0.23 3.56 2.25 0.062
N -1.52 3.79 1.66 0.619
C -2.15 5.07 1.85 0.065
C -2.10 2.81 0.76 0.056
C -1.30 2.77 -0.54 0.064
C -1.52 3.82 -1.44 0.013
C -0.82 3.88 -2.63 0.002
C 0.12 2.90 -2.90 0.015
C 0.33 1.86 -2.00 0.047
C -0.38 1.75 -0.80 0.147
H -0.34 3.59 3.34 0.027
H 0.45 4.36 1.96 0.025
H 0.16 2.59 1.93 0.000
H -1.82 5.52 2.78 0.008
H -3.24 4.96 1.84 0.010
H -1.86 5.73 1.02 0.036
H -3.14 3.07 0.59 0.000
H -2.02 1.84 1.24 0.019
H -2.26 4.58 -1.22 0.002
H -0.99 4.68 -3.33 0.000
H 0.70 2.94 -3.82 0.001
H 1.10 1.14 -2.24 0.014